Formula: C4H9OP
Source: the Open Molecules 2025 dataset
Level of theory: the ωB97M-V functional and the def2-TZVPD basis

Each line ends with the Löwdin spin population.
Element x y z (Å)
C1 0.0232 0.6557 1.7634  0.016
C2 -0.6124 0.6836 -1.4520  0.029
C3 -0.1577 -0.4299 0.7111  0.036
C4 0.4481 -0.1164 -0.6995  0.308
O1 1.4511 -2.6361 -0.6617  0.576
P1 0.6408 -1.8111 -1.5316  0.985
H1 0.8263 1.2815 1.3064  0.002
H2 0.3639 0.0585 2.5829  0.002
H3 -0.9514 1.0786 1.8195  0.001
H4 -1.6863 0.3121 -1.3712  0.005
H5 -0.5667 1.7375 -1.1415  0.005
H6 -0.2136 0.5571 -2.4588  0.011
H7 -1.2626 -0.4993 0.5837  0.004
H8 0.3404 -1.3516 1.0438  0.005
H9 1.3569 0.4798 -0.4946  0.015

Atoms 1-6, force components in eV/Å:
C 1.4 -0.7 -2.2
C 0.3 -0.2 -0.8
C -0.1 -1.2 -0.9
C -2.3 0.7 2.3
O 2.2 -2.5 2.1
P -1.6 2.4 -2.1

## Properties
HOMO energy (alpha / beta)	-7.07 / -11.24	eV
ΔE to the lowest compared entry with this formula, charge and spin	0.0	kcal/mol
spin multiplicity	3

=====

Formula: C4H9OP
Source: the Open Molecules 2025 dataset
Level of theory: the ωB97M-V functional and the def2-TZVPD basis

Each line ends with the Löwdin spin population.
Element x y z (Å)
C1 0.2112 0.9411 -0.1273  0.069
C2 0.6434 -0.4840 -0.4437  0.078
C3 -0.2050 -0.2555 0.6672  0.560
C4 2.1090 -0.8075 -0.0843  0.040
O1 -2.0110 -0.8266 0.3487  0.542
P1 -3.1053 0.2243 -0.0468  0.467
H1 0.9886 1.7060 0.4032  0.020
H2 -0.6020 1.5791 -0.7320  0.027
H3 0.3036 -1.0483 -1.3040  0.025
H4 -0.1508 -0.5471 1.6539  0.029
H5 2.3719 -0.0645 0.6791  0.002
H6 2.5548 -0.7950 -1.0980  0.007
H7 2.2150 -1.8513 0.1468  0.001
H8 -3.0561 1.3437 0.8260  0.078
H9 -2.2672 0.8854 -0.8889  0.057

Atoms 1-6, force components in eV/Å:
C -0.3 2.6 0.8
C 1.2 -0.3 0.4
C 2.5 2.4 -0.9
C -1.2 0.3 -2.1
O -5.4 -0.5 -0.3
P 2.1 -1.0 0.7

## Properties
HOMO energy (alpha / beta)	-5.60 / -9.98	eV
ΔE to the lowest compared entry with this formula, charge and spin	98.4	kcal/mol
spin multiplicity	3

=====

Formula: C4H9OPS
Source: the Open Molecules 2025 dataset
Level of theory: the ωB97M-V functional and the def2-TZVPD basis

Each line ends with the natural charge from an NBO analysis.
Element x y z (Å)
C1 1.1691 -0.4014 0.0572  -0.397
C2 0.7775 1.0394 0.3139  -0.431
C3 0.2779 -1.5646 0.6104  -0.716
C4 -0.4692 1.2296 -0.4508  -0.619
O1 -3.0953 0.7397 -0.2609  -0.979
P1 -1.3425 -1.5984 -0.2779  0.413
S1 -1.8339 0.4221 0.4618  1.006
H1 1.2840 -0.4083 -1.0678  0.197
H2 2.1357 -0.5373 0.4191  0.208
H3 0.5170 1.2705 1.3341  0.205
H4 1.6237 1.5963 0.0048  0.221
H5 0.7564 -2.6152 0.2753  0.237
H6 0.0819 -1.5872 1.6632  0.236
H7 -0.7731 2.2903 -0.1004  0.230
H8 -0.2594 1.1433 -1.5891  0.241
H9 -0.8498 -1.0186 -1.3931  -0.054

Atoms 1-6, force components in eV/Å:
C -0.2 -0.7 -0.3
C -0.4 -2.2 0.5
C 1.3 -1.7 -3.0
C -0.8 3.8 -0.2
O -0.2 0.4 0.3
P -0.8 -0.3 1.8

## Properties
HOMO energy	-8.80	eV
SMILES	O=S1#[PH]CCCC1
ΔE to the lowest compared entry with this formula, charge and spin	75.5	kcal/mol

=====

Formula: C4H9OPS
Source: the Open Molecules 2025 dataset
Level of theory: the ωB97M-V functional and the def2-TZVPD basis

Each line ends with the natural charge from an NBO analysis.
Element x y z (Å)
C1 -0.7904 0.4601 -0.0204  -0.401
C2 -0.4301 -1.0029 0.2949  -0.387
C3 0.1558 1.5121 0.6172  -0.733
C4 1.0344 -1.3256 -0.2325  -0.627
O1 3.5963 -0.7563 -0.2916  -0.978
P1 1.7981 1.7373 -0.1845  0.391
S1 2.4648 -0.4448 0.5277  1.060
H1 -0.7220 0.4937 -1.0242  0.202
H2 -1.8506 0.4559 0.4185  0.212
H3 -0.5039 -1.2255 1.4136  0.204
H4 -0.9498 -1.7709 -0.2275  0.216
H5 -0.5152 2.3309 0.5929  0.241
H6 0.5502 1.3203 1.7056  0.229
H7 1.0795 -2.4391 -0.2330  0.232
H8 1.1838 -1.1423 -1.2270  0.210
H9 1.4135 1.3120 -1.3857  -0.069

Atoms 1-6, force components in eV/Å:
C -0.9 -2.5 5.0
C 3.1 0.4 1.1
C 0.2 -1.4 1.3
C -1.2 -1.2 2.7
O 2.6 -0.9 -1.7
P 0.6 -0.6 2.2

## Properties
HOMO energy	-8.55	eV
SMILES	O=S1#[PH]CCCC1
ΔE to the lowest compared entry with this formula, charge and spin	81.1	kcal/mol

=====

Formula: C4H9OPS2
Source: the Open Molecules 2025 dataset
Level of theory: the ωB97M-V functional and the def2-TZVPD basis

Each line ends with the natural charge from an NBO analysis.
Element x y z (Å)
C1 -1.5101 0.7959 0.7349  -0.510
C2 2.1587 1.3751 -0.2683  -1.026
C3 1.2789 -1.6507 -0.3558  -0.914
C4 -3.7232 -0.9746 0.4567  -0.732
O1 2.1995 -0.2571 1.8821  -1.033
P1 1.3826 0.0029 0.7119  1.601
S1 -2.2009 2.2459 1.1003  0.065
S2 -1.8652 -0.6548 0.1555  0.412
H1 1.3498 2.0656 -0.5553  0.246
H2 2.7981 1.8594 0.5898  0.266
H3 2.7334 1.1649 -1.1915  0.248
H4 1.1092 -1.3250 -1.3925  0.227
H5 2.2636 -1.9541 -0.2976  0.230
H6 0.5398 -2.2151 0.1760  0.240
H7 -4.1409 -1.0724 1.3784  0.225
H8 -3.7905 -1.9809 0.0931  0.223
H9 -4.2881 -0.1843 -0.0560  0.233

Atoms 1-6, force components in eV/Å:
C -0.1 3.6 0.5
C 0.2 1.0 1.3
C -1.2 3.7 0.3
C 1.5 0.9 -3.0
O 1.0 -0.4 2.3
P -1.0 -0.6 -3.4

## Properties
HOMO energy (alpha / beta)	-7.76 / -7.91	eV
ΔE to the lowest compared entry with this formula, charge and spin	62.1	kcal/mol

=====

Formula: C4H9OS
Source: the Open Molecules 2025 dataset
Level of theory: the ωB97M-V functional and the def2-TZVPD basis

Each line ends with the natural charge from an NBO analysis.
Element x y z (Å)
C1 2.2484 -0.4969 -1.2736  -0.327
C2 1.0088 -0.1084 -1.1002  -0.329
C3 1.0583 0.5221 1.2903  -0.720
C4 -3.0150 -0.2175 0.0587  -0.213
O1 -1.5271 0.0493 0.1349  -0.690
S1 0.1106 -0.8074 0.3555  1.083
H1 2.8623 0.0181 -1.9192  0.241
H2 2.7610 -1.1572 -0.6215  0.217
H3 0.5315 0.7265 -1.5207  0.257
H4 0.5431 1.5099 1.0138  0.289
H5 2.0968 0.5033 1.0230  0.264
H6 1.0736 0.2071 2.3503  0.259
H7 -3.2579 0.5125 0.8014  0.223
H8 -2.9669 -1.3039 0.3542  0.215
H9 -3.5276 0.0424 -0.9468  0.231

Atoms 1-6, force components in eV/Å:
C -1.1 -0.2 1.0
C -0.2 -1.7 0.6
C -2.0 0.2 1.4
C 1.5 -2.2 -0.6
O 4.3 1.0 -0.3
S -2.2 2.8 -1.5

## Properties
charge	+1
HOMO energy	-15.12	eV
ΔE to the lowest compared entry with this formula, charge and spin	64.7	kcal/mol

=====

Formula: C4H9S
Source: the Open Molecules 2025 dataset
Level of theory: the ωB97M-V functional and the def2-TZVPD basis

Each line ends with the natural charge from an NBO analysis.
Element x y z (Å)
S1 1.5846 1.2716 2.1163  -1.065
H1 2.2308 1.4543 3.2804  0.092
C1 -1.3422 -0.1014 0.5067  -0.665
C2 -0.4024 -0.1848 -0.6559  0.069
C3 -0.5691 0.5348 -1.7625  -0.458
C4 0.8425 -0.9739 -0.4321  -0.672
H2 -1.6687 -1.0978 0.8138  0.195
H3 -2.1970 0.5284 0.2660  0.193
H4 -0.8279 0.3372 1.3668  0.281
H5 0.1516 0.5012 -2.5723  0.177
H6 -1.3393 1.2858 -1.8883  0.179
H7 1.5080 -0.9439 -1.2858  0.195
H8 0.6240 -2.0187 -0.1798  0.189
H9 1.4052 -0.5927 0.4268  0.291

Atoms 1-6, force components in eV/Å:
S 0.1 0.1 0.2
H 0.0 0.0 0.0
C 0.0 0.1 0.0
C 0.2 0.5 0.1
C 0.1 0.2 -0.2
C 0.1 -0.6 0.2

## Properties
charge	-1
HOMO energy	-2.65	eV
ΔE to the lowest compared entry with this formula, charge and spin	0.0	kcal/mol

=====

Formula: C4H9S
Source: the Open Molecules 2025 dataset
Level of theory: the ωB97M-V functional and the def2-TZVPD basis

Each line ends with the natural charge from an NBO analysis.
Element x y z (Å)
C1 -3.0460 0.5854 0.4094  -0.734
S1 -1.6195 -0.2448 1.2461  -0.763
H1 -2.8860 1.6620 0.3393  0.169
H2 -3.0963 0.2084 -0.6118  0.170
H3 -3.9592 0.3391 0.9471  0.174
C2 1.2402 -0.6463 -1.4799  -0.690
C3 2.6321 -0.1328 -1.2629  -0.161
C4 3.0380 0.5678 -0.2142  -0.427
H4 1.2126 -1.5978 -1.9974  0.198
H5 0.7189 -0.7198 -0.5135  0.280
H6 0.6047 0.1016 -1.9523  0.226
H7 3.3826 -0.6474 -1.8717  0.168
H8 4.0095 1.0271 -0.1048  0.183
H9 2.2666 0.8125 0.5118  0.207

Atoms 1-6, force components in eV/Å:
C 0.9 -0.5 0.0
S -0.1 0.2 0.0
H -0.2 0.1 0.2
H -0.3 0.0 -0.1
H -0.2 0.2 -0.1
C -0.4 0.7 1.2

## Properties
charge	-1
HOMO energy	-2.12	eV
ΔE to the lowest compared entry with this formula, charge and spin	21.4	kcal/mol

=====

Formula: C4HAlBF10N10O4S2
Source: the Open Molecules 2025 dataset
Level of theory: the ωB97M-V functional and the def2-TZVPD basis

Each line ends with the natural charge from an NBO analysis.
Element x y z (Å)
Al1 -0.1373 -0.1284 0.4936  2.004
N1 2.1829 2.1729 0.0050  -0.580
C1 2.5424 0.8577 -0.0862  0.494
N2 3.7598 0.4403 -0.3475  -0.379
N3 3.6591 -0.9100 -0.3463  -0.069
N4 2.4687 -1.2910 -0.1101  -0.093
N5 1.6950 -0.1743 0.0790  -0.639
C2 0.8798 2.5865 0.1017  0.484
N6 0.4819 3.8365 0.0513  -0.379
N7 -0.8648 3.7598 0.1757  -0.076
N8 -1.2544 2.5515 0.2925  -0.087
N9 -0.1522 1.7457 0.2435  -0.621
H1 2.8929 2.8677 -0.1454  0.430
F1 -4.9365 -1.9904 0.2759  -0.303
C3 -3.9403 -1.1391 0.4981  0.735
F2 -3.3140 -1.4727 1.6190  -0.297
F3 -4.4223 0.0880 0.6019  -0.289
S1 -2.7487 -1.2220 -0.9039  2.286
O1 -1.7297 -0.2372 -0.5144  -1.004
O2 -3.4726 -0.9222 -2.0845  -0.868
N10 -2.2393 -2.6935 -0.8519  -1.216
S2 -0.8843 -3.1614 -0.2140  2.284
O3 -0.1537 -2.0571 0.4166  -0.988
O4 -1.0120 -4.3613 0.5286  -0.867
C4 0.1432 -3.5507 -1.6938  0.739
F4 1.3062 -4.0447 -1.3184  -0.284
F5 0.3266 -2.4351 -2.3972  -0.305
F6 -0.4920 -4.4415 -2.4514  -0.306
F7 0.4869 -0.8458 4.1531  -0.526
B1 0.0923 0.3156 3.5910  1.409
F8 1.0771 1.0870 3.0635  -0.532
F9 -0.9197 0.9653 4.1963  -0.524
F10 -0.6584 -0.2445 2.1503  -0.634

Atoms 1-6, force components in eV/Å:
Al -0.1 0.0 0.1
N 0.0 0.0 0.0
C 0.0 0.0 0.0
N 0.0 0.0 0.0
N 0.0 0.0 -0.1
N 0.0 0.0 0.1

## Properties
charge	-1
HOMO energy	-6.21	eV
ΔE to the lowest compared entry with this formula, charge and spin	0.0	kcal/mol

=====

Formula: C4HBiO2
Source: the Open Molecules 2025 dataset
Level of theory: the ωB97M-V functional and the def2-TZVPD basis

Each line ends with the Löwdin spin population.
Element x y z (Å)
O1 -1.8918 -1.2401 -0.8404  0.000
C1 -1.3187 -0.3790 -0.0448  -0.001
C2 -1.3970 0.8066 0.6018  -0.002
H1 -1.2728 -1.5864 -1.4983  0.000
C3 1.0045 0.9085 0.4581  0.026
C4 -0.0867 0.0232 0.6680  -0.003
O2 1.8225 0.7363 -0.5026  0.090
Bi1 3.1401 0.7309 1.1581  0.890

Atoms 1-6, force components in eV/Å:
O 0.5 0.7 1.2
C 1.1 -0.4 -0.5
C 0.5 -0.3 0.9
H 0.2 -0.3 0.0
C 2.1 -3.5 1.5
C -3.4 2.4 -2.6

## Properties
charge	+1
HOMO energy (alpha / beta)	-13.39 / -13.81	eV
ΔE to the lowest compared entry with this formula, charge and spin	0.0	kcal/mol
spin multiplicity	2

=====

Q: ΔE to the lowest compared entry with this formula, charge and spin of number 7 (C4H9S)?
A: 0.0 kcal/mol

=====

What did the seventh record say?
Formula: C4H9S
Source: the Open Molecules 2025 dataset
Level of theory: the ωB97M-V functional and the def2-TZVPD basis

Each line ends with the natural charge from an NBO analysis.
Element x y z (Å)
S1 1.5846 1.2716 2.1163  -1.065
H1 2.2308 1.4543 3.2804  0.092
C1 -1.3422 -0.1014 0.5067  -0.665
C2 -0.4024 -0.1848 -0.6559  0.069
C3 -0.5691 0.5348 -1.7625  -0.458
C4 0.8425 -0.9739 -0.4321  -0.672
H2 -1.6687 -1.0978 0.8138  0.195
H3 -2.1970 0.5284 0.2660  0.193
H4 -0.8279 0.3372 1.3668  0.281
H5 0.1516 0.5012 -2.5723  0.177
H6 -1.3393 1.2858 -1.8883  0.179
H7 1.5080 -0.9439 -1.2858  0.195
H8 0.6240 -2.0187 -0.1798  0.189
H9 1.4052 -0.5927 0.4268  0.291

Atoms 1-6, force components in eV/Å:
S 0.1 0.1 0.2
H 0.0 0.0 0.0
C 0.0 0.1 0.0
C 0.2 0.5 0.1
C 0.1 0.2 -0.2
C 0.1 -0.6 0.2

## Properties
charge	-1
HOMO energy	-2.65	eV
ΔE to the lowest compared entry with this formula, charge and spin	0.0	kcal/mol